1.
Formula: C40H108N4O24
Source: OMol25
Level of theory: ωB97M-V with the def2-TZVPD basis set

Properties
Energy: -98323.018 eV
Maximum force: 0.0442 Eh/bohr
HOMO level: -8.7 eV
SMILES: COCCNCCOC.COCCNCCOC.COCCNCCOC.COCCNCCOC.OCCO.OCCO.OCCO.OCCO.OCCO.OCCO.OCCO.OCCO
LUMO energy: 0.1 eV

CARTESIAN COORDINATES (ANGSTROEM)
H: 3.825 2.949 -0.337
H: 0.106 -5.461 6.784
H: 6.384 2.633 -0.760
O: -5.016 2.830 -4.783
H: -0.076 4.769 -3.381
C: -0.346 0.615 -2.424
O: -3.328 -6.355 -1.918
H: 3.216 0.128 1.943
H: -2.246 4.891 0.136
H: 0.481 -3.180 0.171
H: -1.990 4.135 3.666
O: 5.711 1.406 0.717
H: -2.768 6.381 0.954
H: 3.936 1.841 -7.542
O: 0.927 2.903 7.685
N: -0.545 1.188 6.202
H: -5.547 -5.761 4.836
H: 2.315 1.357 7.989
H: -2.348 2.082 -5.186
H: -5.880 2.992 -2.838
C: -3.303 -4.976 -2.187
H: -0.667 2.189 6.118
O: 0.907 -4.046 0.305
O: 2.561 -2.015 -1.293
N: -2.344 -5.806 5.854
C: 0.236 -0.295 -3.495
H: 4.681 -0.394 -6.638
H: -3.268 1.136 -6.416
H: 2.659 -3.174 0.985
C: -1.928 5.878 0.462
H: 1.140 5.629 1.033
O: -2.492 2.396 4.575
H: -4.240 1.189 -2.464
O: 4.456 -0.020 -1.547
H: -2.469 2.879 2.523
C: -1.953 3.063 3.470
H: -0.356 1.611 -2.875
C: 1.767 3.555 -3.397
C: -1.109 -0.169 -7.159
H: 0.646 1.161 8.638
H: 1.248 -3.334 6.694
H: -1.136 -1.939 -1.930
H: -1.335 -1.083 -6.593
H: 0.712 2.311 1.656
C: -5.045 3.351 -3.453
H: -0.943 -7.331 5.234
C: -5.650 -3.247 4.911
O: 1.297 5.396 -1.962
H: 2.067 -3.729 5.227
H: -3.664 3.705 -1.827
H: -2.925 3.507 -3.343
O: -1.492 -2.538 3.677
H: -0.407 -0.146 -4.375
H: -2.454 -4.725 -2.829
H: 3.372 3.032 -6.315
H: -6.145 -3.157 5.889
C: -4.561 -4.568 -2.967
H: -5.049 -5.520 6.443
O: -4.483 -4.028 5.032
N: 0.604 0.690 -1.307
H: -1.076 -3.167 4.304
H: 6.527 1.066 -2.819
H: 4.266 3.431 2.017
H: -2.641 0.473 3.657
H: 0.742 5.585 -1.198
H: -0.450 -3.377 -2.638
H: 1.944 -1.923 -2.041
H: 2.204 -0.751 3.016
H: 4.852 4.363 -0.589
H: -2.965 0.672 5.424
H: 0.054 2.524 -0.498
H: -1.358 0.290 -2.166
H: 2.568 4.214 -3.731
O: 4.236 4.121 1.347
H: -0.752 -3.841 2.206
H: 2.078 1.889 0.584
C: 4.623 3.552 0.102
C: 1.113 -3.347 5.604
H: 3.783 -3.667 -1.337
H: -5.299 -2.251 4.658
H: 4.940 -0.826 -3.366
O: -1.612 6.638 -0.722
H: 0.815 -0.246 -0.970
H: 1.165 0.153 -3.868
C: -1.616 -3.211 2.442
H: -0.509 6.912 1.755
C: -3.743 3.100 -2.737
O: 5.073 2.468 -3.034
H: 0.970 -0.210 6.592
H: -3.716 -7.272 5.233
H: -3.365 -6.059 3.984
C: 5.578 1.178 -3.350
H: 1.400 4.723 8.556
H: 2.851 -4.773 0.509
C: -1.085 -6.247 5.200
O: -3.456 1.741 -2.527
C: -0.735 5.900 1.408
C: 2.270 0.204 2.498
H: -5.017 -5.369 -3.560
H: 5.462 0.814 -0.009
H: 2.956 -1.502 -7.873
O: 0.339 5.101 0.923
C: -2.434 1.136 -5.708
C: 0.239 -0.245 -7.850
H: 4.115 2.412 -2.882
H: 0.054 3.764 9.303
H: -0.318 -1.030 1.320
C: 1.249 1.540 7.805
N: 1.298 -0.651 -6.921
O: 1.184 0.302 1.601
C: -0.923 0.547 4.937
H: 6.690 3.164 0.849
H: 5.765 1.140 -4.427
H: -1.023 5.409 2.349
H: 0.186 -0.863 -8.746
H: -2.549 -6.584 -1.403
C: -0.692 -2.335 -2.848
H: -1.006 -0.528 5.088
O: -4.278 -3.467 -3.807
H: 1.498 1.283 5.685
H: 3.695 -0.602 -1.369
H: -2.424 -3.964 2.466
C: 2.302 -3.871 0.218
H: -5.292 4.409 -3.583
H: 1.058 -5.983 5.440
O: 2.391 2.567 -2.591
C: -4.702 -5.352 5.415
H: -5.059 -3.213 -4.301
H: -2.477 -2.654 0.538
H: 0.935 -2.329 5.265
H: 2.381 1.082 3.136
C: 3.923 2.113 -6.481
H: -2.701 0.333 -5.007
H: -5.363 -4.369 -2.243
C: 0.694 4.359 -2.715
H: 3.592 0.327 -3.383
H: -5.872 2.481 -5.041
H: -0.878 2.872 3.357
H: 3.537 -0.979 -5.500
H: 2.727 0.216 -8.273
C: 0.098 1.477 -0.178
O: -0.679 -1.735 0.757
C: 1.027 3.733 8.813
H: -3.291 -4.318 -1.314
H: 1.253 0.012 -6.151
H: 1.372 3.084 -4.307
H: 0.502 0.771 -8.185
C: 0.867 0.866 6.474
H: -6.403 -3.698 4.261
C: 0.112 -5.492 5.685
O: 0.505 -1.634 -3.155
H: -1.850 -0.099 -7.966
H: 2.132 -3.940 -1.929
H: -1.252 -6.092 4.122
H: -2.295 -4.792 5.744
H: -1.314 7.493 -0.392
C: -1.910 -2.198 1.351
C: -3.498 -6.216 5.066
H: -0.278 0.819 4.091
H: 4.971 2.222 -6.187
C: 1.101 1.567 0.952
C: 5.909 2.729 0.222
C: 3.637 -0.279 -6.328
C: -2.357 0.993 4.577
C: 4.575 0.129 -2.949
O: 3.344 1.016 -5.786
H: 1.781 3.371 9.522
H: -0.899 1.104 0.078
C: 2.726 -3.438 -1.163
H: 1.750 1.938 -2.197
H: 0.065 3.723 -2.079
H: -1.442 -2.321 -3.642
C: 2.647 -0.530 -7.477
H: -2.446 -1.325 1.725
O: 0.008 -4.143 5.253
O: -1.149 0.906 -6.251


2.
Formula: C40H110BrCuN10O10
Source: OMol25
Level of theory: ωB97M-V with the def2-TZVPD basis set

Properties
Energy: -193316.754 eV
Maximum force: 0.0940 Eh/bohr
HOMO level: -7.6 eV
LUMO energy: 0.6 eV

CARTESIAN COORDINATES (ANGSTROEM)
C: -2.978 -3.087 1.322
H: -1.422 2.423 3.676
C: 4.144 -0.807 2.546
C: -6.230 -1.590 0.688
Cu: -0.237 -2.158 0.026
H: 2.182 5.347 -4.190
C: 1.590 -4.304 1.012
H: -6.846 1.499 -2.474
H: -3.175 -4.120 0.908
C: -6.585 2.441 -2.034
H: 0.381 6.001 1.988
H: 1.590 -5.941 -0.345
H: -4.182 4.267 0.086
H: 0.905 -2.185 7.542
H: 4.476 -3.468 -5.426
O: 3.306 -1.545 3.496
H: -6.225 -2.026 -2.837
H: -0.495 -6.593 -1.419
H: -2.837 3.522 -3.063
Br: 1.033 -0.777 -1.536
C: 1.107 0.539 6.953
C: -0.781 5.521 0.401
H: -7.039 -1.747 -0.041
C: 1.071 -4.979 -0.147
C: 3.678 3.830 -4.511
H: -2.245 -4.262 2.916
H: 3.851 5.955 -4.097
H: 4.637 -3.134 3.780
H: -2.653 -0.044 -2.027
C: -4.347 -2.657 -3.862
H: 4.147 -4.159 -1.424
O: 5.194 -3.786 -3.476
C: -2.145 -3.209 2.542
H: 1.934 4.106 -2.170
H: -1.979 -5.824 -0.905
H: 1.968 -2.243 0.695
C: 4.103 -3.180 -0.985
H: -3.161 1.260 4.883
H: -1.038 -3.119 2.403
H: -4.839 -2.946 2.435
H: -1.100 7.649 0.118
H: -4.805 -3.160 -4.724
O: 1.719 2.691 -5.332
C: -4.530 1.641 -1.589
H: -1.970 0.254 4.578
H: 5.957 -0.430 -1.323
H: 6.237 -3.723 -5.275
O: -3.191 3.396 1.628
H: 6.725 0.798 2.356
N: 5.811 0.908 1.979
H: -0.892 -4.869 -1.958
H: 2.281 -1.662 6.560
N: -4.093 -3.702 -2.801
H: -4.261 -4.615 -3.235
H: 1.103 2.611 -1.737
C: -0.784 -2.667 -4.598
H: 5.395 4.480 -5.395
H: 3.131 -3.168 4.615
H: 1.562 -5.981 2.350
C: 0.039 4.387 -0.187
H: -0.551 -0.698 6.337
C: 3.907 -2.501 4.278
H: -1.414 2.519 -2.904
H: 1.812 0.701 -5.865
N: -2.718 0.787 4.148
H: 0.952 3.738 6.517
H: -0.715 6.725 -1.324
H: -2.577 -1.391 0.352
C: -3.045 -1.988 -4.175
C: -5.326 -1.582 -3.276
H: 3.383 3.325 -3.574
H: -4.820 -1.114 -2.415
H: 3.724 2.040 -5.636
C: 3.125 2.899 -5.619
H: -1.019 0.114 2.310
H: -0.621 4.734 2.277
H: 3.366 1.914 2.334
H: 3.102 5.600 -5.717
H: -5.295 3.551 1.285
H: -3.808 3.130 3.635
H: -2.516 -1.606 -3.263
H: 3.191 1.478 4.042
N: 5.128 3.930 -4.603
H: -5.562 -0.865 -4.063
H: 4.388 -2.015 5.146
C: -2.511 2.473 -2.879
C: 5.264 -4.023 -4.845
C: -4.234 -2.359 1.608
C: -0.470 6.852 -0.279
H: 4.184 -2.064 -3.552
H: -2.750 2.443 -0.628
H: -0.557 -2.629 -3.542
C: 0.980 3.603 -2.163
C: 1.231 -1.865 6.564
H: 1.004 1.735 -7.040
H: -0.248 3.430 0.356
H: -2.577 -2.617 -0.705
H: 5.952 -1.963 -3.652
C: -4.329 4.087 1.143
H: 0.482 0.598 4.431
H: 5.741 0.382 1.080
H: 5.626 3.032 -4.522
C: 3.914 1.639 3.253
H: 3.103 -2.848 -1.236
H: -4.168 1.848 2.583
H: 1.505 -4.451 3.142
H: -6.706 -1.786 1.682
N: -2.501 0.568 -1.244
N: -2.220 -2.368 0.284
H: 1.628 -0.488 4.341
N: -0.547 5.667 1.847
C: 5.276 -2.343 -1.610
H: 3.197 3.364 -6.650
H: 0.520 0.449 7.922
H: -4.776 0.739 -2.189
O: -5.057 -2.419 0.441
C: 5.147 -2.413 -3.157
H: -4.579 -3.472 -1.932
H: -4.386 5.140 1.504
H: -3.138 -1.071 -4.849
O: -5.195 2.770 -2.063
C: -3.413 2.598 2.768
H: 1.300 -2.621 2.184
H: 5.094 -5.109 -4.940
H: 5.384 0.236 3.930
C: -0.930 -5.668 -1.140
C: 4.877 0.467 3.048
H: -6.904 2.382 -0.985
C: 1.178 1.564 -5.966
H: 2.038 2.619 7.607
H: 0.591 7.049 -0.222
H: 0.679 3.335 -3.151
H: -1.858 5.347 0.287
H: 4.846 -1.528 2.177
O: -0.127 4.274 -1.576
H: -4.836 1.501 -0.551
H: -0.259 -3.498 -5.033
H: 0.073 -5.047 2.358
H: 6.286 -2.719 -1.489
C: -1.620 0.965 2.036
H: 0.284 1.313 -5.384
O: -2.200 -2.985 -4.747
C: 1.016 2.853 7.205
H: 4.152 -3.314 0.128
N: 5.195 -1.011 -0.975
H: 1.071 -2.699 5.866
N: 0.655 -0.382 4.680
O: -0.308 -5.228 0.066
H: -2.826 1.833 -3.659
C: 0.538 -0.611 6.155
H: -7.134 3.252 -2.519
H: 1.148 4.562 0.046
C: -2.221 1.738 3.184
H: 0.240 2.829 7.991
H: -1.520 0.501 -0.941
H: -6.015 -0.525 0.637
H: -2.334 -2.436 3.283
C: -3.017 1.904 -1.540
O: 0.825 1.751 6.358
H: 4.316 -0.414 -1.143
H: -1.044 1.515 1.282
H: 2.730 -4.535 1.051
H: 3.562 -0.414 1.697
N: 1.307 -2.857 1.144
H: 1.149 -4.174 -0.954
H: -2.461 0.485 1.546
H: 2.198 0.409 7.212
H: -3.997 -1.338 1.970
C: 1.143 -4.967 2.283
C: 3.143 5.269 -4.682
H: 4.518 2.485 3.538
H: -0.599 -1.678 -5.145


The lowest HOMO level belongs to which entry?
C40H108N4O24


The highest LUMO energy belongs to which entry?
C40H110BrCuN10O10